[1]
Computed, not measured: a 6-piece molecular cluster, C5H22NO5 overall at a distorted geometry, with the ωB97M-V functional and the def2-TZVPD basis.

Cartesian coordinates (Å):
C: -0.6409 -2.1819 -1.6537
C: 0.5444 -1.3153 -1.1627
C: 0.8622 -1.8451 0.2809
C: 2.1482 -1.2168 0.7929
C: 2.2667 -0.2170 1.6228
N: 0.1794 0.2391 -1.0690
H: -1.5926 -1.7976 -1.1693
H: -0.6656 -2.0555 -2.7853
H: -0.6127 -3.2109 -1.3218
H: 1.4104 -1.3477 -1.7909
H: 0.9215 -2.9254 0.4094
H: 0.0011 -1.4387 0.8727
H: 3.0446 -1.6591 0.4518
H: 3.2916 -0.0371 2.0811
H: 1.6144 0.3083 2.3214
H: 1.1618 0.7202 -1.3262
H: -0.2441 0.3455 -0.2500
H: -0.3185 0.4998 -1.7663
H: -2.4634 2.2322 -2.6885
H: -2.2773 0.9260 -1.9842
O: -1.9837 1.8834 -1.9643
H: 3.3739 1.2584 -1.3805
H: 3.2448 2.2984 -0.1890
O: 2.8455 1.4922 -0.6616
H: -0.6575 2.9639 1.1968
H: -1.9212 3.1972 1.7766
O: -1.1068 2.6458 1.8750
H: -1.3063 0.7954 2.8289
H: -0.6267 -0.6721 2.8472
O: -1.1654 -0.0947 2.2744
H: -2.6601 -0.1366 1.0503
H: -3.8081 0.1667 0.2851
O: -2.8595 0.1789 0.1961

Summary:
- HOMO-LUMO gap (eV) = 10.26
- charge = +1
- molecular weight (g/mol) = 176.233
- strongest force on any atom (eV/Å) = 10.808
- energy relative to the best compared isomer or geometry (same formula, charge and spin) (eV) = 3.964

---

[2]
Computed, not measured: a 2-piece molecular cluster, C8H5NO4S overall at a distorted geometry, with the ωB97M-V functional and the def2-TZVPD basis.

Cartesian coordinates (Å):
C: -1.3097 0.0275 0.5810
C: -1.0932 -1.0749 -0.2729
C: -0.1272 0.7462 0.9724
C: 0.1261 -1.5717 -0.7017
C: 1.0608 0.3945 0.2432
C: 1.2566 -0.8293 -0.3802
C: 2.1995 1.3244 0.1860
C: 4.8229 0.8555 2.3448
N: 3.2146 0.9186 -0.5312
O: 4.0974 1.6263 -0.9561
O: 5.8767 0.4023 2.1989
O: 3.6927 -1.6724 0.2496
O: 3.2146 -1.1999 -2.1193
S: 3.0069 -0.9212 -0.7581
H: -2.3761 0.3508 0.5864
H: -2.0156 -1.4787 -0.7723
H: -0.3643 1.7682 1.3463
H: 0.3258 -2.4521 -1.3361
H: 1.9781 2.3030 0.5495

Summary:
- HOMO-LUMO gap (spin up / spin down) (eV) = 8.03 / 8.04
- charge = 0
- molecular weight (g/mol) = 211.198
- strongest force on any atom (eV/Å) = 3.739
- energy relative to the best compared isomer or geometry (same formula, charge and spin) (eV) = 0.135

---

[3]
Computed, not measured: C46H42BrN4P2S2Se3TeY as an isolated structure, with the ωB97M-V functional and the def2-TZVPD basis.

Cartesian coordinates (Å):
Y: -2.8312 -0.6222 -0.2819
C: 4.9945 -3.1639 3.2770
S: 5.8274 -2.7887 1.7194
C: 4.9199 -1.2963 1.2464
C: 3.4470 -1.5238 0.9451
C: 2.7960 -0.2258 0.4584
N: 1.3330 -0.2228 0.5080
P: 0.4077 -0.3390 1.9894
C: 1.6615 -0.0048 3.3067
C: 1.8523 -1.0370 4.2267
C: 2.7230 -0.8953 5.2997
C: 3.4190 0.2919 5.4689
C: 3.2295 1.3350 4.5718
C: 2.3538 1.1924 3.5042
C: -0.5041 1.2574 1.9297
C: -1.7744 1.2510 2.7048
C: -2.7225 2.4268 2.4156
C: -1.3174 4.5024 1.8636
C: -0.1276 3.7383 1.3875
C: 0.1885 2.4433 1.4138
P: 0.3650 -0.3657 -0.9118
C: 1.2914 -1.6101 -1.8847
C: 1.3903 -2.8887 -1.3358
C: 2.0256 -3.9055 -2.0306
C: 2.5696 -3.6566 -3.2832
C: 2.4713 -2.3898 -3.8391
C: 1.8345 -1.3686 -3.1454
C: 0.6992 1.1169 -1.9355
C: 1.6979 2.0627 -1.7369
C: 1.8318 3.1367 -2.6089
C: 0.9849 3.2628 -3.7009
C: 0.0003 2.3087 -3.9246
C: -0.1430 1.2510 -3.0410
H: 5.5408 -3.9857 3.7369
H: 3.9638 -3.4720 3.1100
H: 5.0193 -2.2978 3.9378
H: 5.4392 -0.9260 0.3592
H: 5.0398 -0.5520 2.0392
H: 2.9339 -1.8696 1.8435
H: 3.3334 -2.2994 0.1874
H: 3.0914 -0.0605 -0.5800
H: 3.1881 0.6127 1.0427
H: 1.3057 -1.9645 4.0915
H: 2.8595 -1.7103 5.9996
H: 4.1025 0.4097 6.3005
H: 3.7594 2.2696 4.7089
H: 2.1962 2.0244 2.8313
H: -1.9114 0.5725 3.5439
H: -3.6762 2.2173 2.9132
H: -1.8637 4.8080 0.9620
H: 0.5868 4.3686 0.8610
H: 1.1129 2.1917 0.9112
H: 0.9295 -3.1000 -0.3791
H: 2.0691 -4.8980 -1.6008
H: 3.0591 -4.4527 -3.8307
H: 2.8802 -2.1925 -4.8226
H: 1.7400 -0.3923 -3.6023
H: 2.3847 1.9742 -0.9044
H: 2.6080 3.8724 -2.4359
H: 1.0953 4.0991 -4.3797
H: -0.6625 2.3882 -4.7767
H: -0.9195 0.5116 -3.2083
Se: -4.8647 -0.5012 -2.2193
Se: -6.0639 1.3215 -1.4045
Te: -4.5453 3.2675 -1.8056
Se: -2.3350 2.5215 -0.7479
Br: -5.7137 -0.1230 1.7487
C: -4.5505 -1.2772 2.6939
C: -4.8212 -1.6282 4.0034
C: -3.9270 -2.4760 4.6388
C: -2.8239 -2.9306 3.9359
C: -2.6463 -2.5225 2.6260
N: -3.4969 -1.6936 2.0063
H: -5.7040 -1.2495 4.4962
H: -4.0991 -2.7801 5.6634
H: -2.1094 -3.6041 4.3878
H: -1.8275 -2.8903 2.0157
N: -1.0492 0.5297 -9.9022
C: -1.1560 0.0981 -8.8386
C: -1.2873 -0.4360 -7.5198
C: -0.4629 -1.4857 -7.0927
C: -0.5842 -2.0060 -5.8256
C: -1.5402 -1.4944 -4.9168
C: -2.3672 -0.4296 -5.3607
C: -2.2434 0.0797 -6.6315
C: -1.6738 -1.9931 -3.6167
C: -1.8586 -2.4148 -2.4679
H: 0.2770 -1.8832 -7.7763
H: 0.0621 -2.8102 -5.4980
H: -3.1246 -0.0448 -4.6875
H: -2.8943 0.8812 -6.9589
S: -1.6731 -4.0306 -0.2525
C: -2.0994 -2.6456 -1.1435
C: -3.5466 4.7266 2.9264
C: -2.3033 3.8405 2.8172
C: -2.7844 1.8592 0.9778
N: -1.8730 0.7637 1.3197
H: -3.2796 5.7543 3.1835
H: -4.2302 4.3524 3.6905
H: -4.0773 4.7355 1.9711
H: -1.8370 3.7664 3.8070
H: -0.9655 5.4332 2.3212

Summary:
- HOMO-LUMO gap (spin up / spin down) (eV) = 4.63 / 5.57
- charge = -1
- expectation value of S² = 0.79
- molecular weight (g/mol) = 1310.242
- strongest force on any atom (eV/Å) = 0.531
- 2S+1 = 2
- energy relative to the best compared isomer or geometry (same formula, charge and spin) (eV) = 5.138

---

[4]
Computed, not measured: C46H41IN3PPb as an isolated structure, with the ωB97M-V functional and the def2-TZVPD basis.

Cartesian coordinates (Å):
Pb: 0.5214 -0.4970 0.2708
I: 0.1447 2.1112 -1.2867
C: -1.9676 2.1293 -1.0974
C: -2.3717 3.1562 -0.2828
C: -3.7283 3.3540 0.0306
C: -4.6501 2.5019 -0.4920
C: -4.2702 1.4495 -1.3621
C: -5.3013 0.6439 -1.9044
C: -5.0171 -0.3441 -2.7953
C: -3.6791 -0.5647 -3.1572
C: -2.6323 0.1594 -2.6392
C: -2.8998 1.2242 -1.7105
H: -1.6392 3.8379 0.1316
H: -4.0187 4.1760 0.6701
H: -5.7037 2.6256 -0.2750
H: -6.3227 0.8548 -1.6132
H: -5.8023 -0.9427 -3.2368
H: -3.4572 -1.3291 -3.8934
N: -1.5890 0.4469 1.5085
C: -1.4467 0.1334 2.8985
C: -2.4879 -0.2616 3.6916
C: -2.2854 -0.5384 5.0606
C: -1.0523 -0.3797 5.6241
C: 0.0443 0.0217 4.8254
C: 1.3448 0.2251 5.3452
C: 2.3557 0.6099 4.5114
C: 2.0822 0.7488 3.1389
N: 0.8904 0.5659 2.6138
C: -0.1446 0.2398 3.4461
H: -2.5192 0.2245 1.1719
H: -1.4519 1.4420 1.3456
H: -3.4851 -0.3376 3.2727
H: -3.1268 -0.8494 5.6647
H: -0.8973 -0.5542 6.6812
H: 1.5197 0.0800 6.4042
H: 3.3577 0.7894 4.8754
H: 2.8803 1.0090 2.4530
C: -0.1222 -3.6305 -0.2015
N: -1.0196 -2.5297 -0.5584
C: -2.2386 -2.5723 0.2512
C: -1.3201 -2.5037 -2.0099
C: -0.6365 -1.3949 -2.7857
C: 0.6525 -1.6311 -3.2649
C: 1.2864 -0.7469 -4.1281
C: 0.6038 0.3753 -4.5693
C: -0.6641 0.6443 -4.0766
C: -1.2761 -0.1950 -3.1494
H: -0.5881 -4.6089 -0.3623
H: 0.1542 -3.5628 0.8554
H: 0.7880 -3.5798 -0.8028
H: -2.7879 -3.5111 0.1162
H: -2.8956 -1.7498 -0.0357
H: -1.9862 -2.4787 1.3109
H: -2.3983 -2.4419 -2.1301
H: -1.0175 -3.4551 -2.4542
H: 1.1449 -2.5651 -3.0167
H: 2.2810 -0.9716 -4.4940
H: 1.0521 1.0373 -5.2997
H: -1.1951 1.5288 -4.4093
C: 6.3285 -1.4460 2.8344
C: 6.8380 -0.7118 1.7683
C: 6.0009 -0.3009 0.7460
C: 4.6397 -0.6102 0.7854
C: 4.1419 -1.3522 1.8525
C: 4.9816 -1.7716 2.8760
P: 3.5235 -0.1481 -0.5660
C: 3.7811 1.6240 -0.8670
C: 3.2776 2.1852 -2.0470
C: 3.3422 3.5540 -2.2585
C: 3.8919 4.3830 -1.2885
C: 4.3807 3.8367 -0.1122
C: 4.3277 2.4647 0.0997
C: 4.1984 -1.0412 -1.9966
C: 5.0373 -0.4766 -2.9540
C: 5.5183 -1.2521 -4.0009
C: 5.1798 -2.5938 -4.0905
C: 4.3691 -3.1719 -3.1208
C: 3.8823 -2.3979 -2.0809
H: 6.9883 -1.7713 3.6281
H: 7.8920 -0.4697 1.7326
H: 6.4064 0.2590 -0.0893
H: 3.0902 -1.6229 1.8877
H: 4.5874 -2.3557 3.6976
H: 2.8479 1.5460 -2.8111
H: 2.9685 3.9755 -3.1835
H: 3.9458 5.4508 -1.4548
H: 4.8197 4.4780 0.6411
H: 4.7389 2.0502 1.0124
H: 5.3329 0.5605 -2.8823
H: 6.1709 -0.8090 -4.7420
H: 5.5606 -3.1954 -4.9055
H: 4.1247 -4.2251 -3.1754
H: 3.2596 -2.8573 -1.3177

Summary:
- HOMO-LUMO gap (eV) = 7.29
- charge = +2
- molecular weight (g/mol) = 1000.933
- strongest force on any atom (eV/Å) = 0.245
- energy relative to the best compared isomer or geometry (same formula, charge and spin) (eV) = 0.000